Computed, not measured: C17H28NO5P2S3Ti as an isolated structure in a non-equilibrium geometry, with ωB97M-V with the def2-TZVPD basis set.

Geometry as XYZ:
```
57
Properties=species:S:1:pos:R:3:forces:R:3:mulliken_charge:R:1
Ti 0.3358 -0.1088 -0.3114 0.077 2.174 0.509 -0.842
C -1.2911 3.2231 0.4624 -0.033 0.005 -0.123 -1.314
P 0.1282 2.1597 0.7967 0.007 0.226 0.641 1.156
C 1.5857 3.1939 0.4921 -0.018 -0.061 -0.057 -1.435
C 0.1300 1.9383 2.6185 0.077 -0.205 0.014 -1.174
C 1.0130 0.7412 3.0041 -0.201 0.141 -0.096 -1.009
P 0.4499 -0.7958 2.1740 0.130 0.532 0.352 1.584
C 1.7824 -1.9483 2.5828 -0.090 -0.222 -0.099 -1.495
C -0.9535 -1.3121 3.1957 -0.157 -0.145 -0.113 -1.355
H -1.1980 4.1483 1.0301 -0.036 0.039 0.003 0.439
H -2.2147 2.7167 0.7357 -0.040 -0.014 0.026 0.404
H -1.3212 3.4477 -0.6027 0.004 0.030 -0.039 0.332
H 1.6337 3.9835 1.2399 0.011 0.065 0.014 0.484
H 1.5084 3.6261 -0.5016 0.007 0.034 -0.080 0.402
H 2.4915 2.5929 0.5252 0.064 -0.047 0.033 0.363
H -0.9015 1.7752 2.9389 -0.029 -0.001 0.020 0.383
H 0.4804 2.8503 3.0980 -0.013 0.085 0.086 0.604
H 1.0180 0.5855 4.0824 0.045 0.018 0.096 0.543
H 2.0426 0.9090 2.6868 0.107 0.023 -0.003 0.368
H 1.9779 -1.9113 3.6538 0.023 -0.046 0.037 0.499
H 2.6830 -1.6712 2.0394 0.033 0.041 -0.013 0.370
H 1.5065 -2.9659 2.3022 0.014 0.024 0.018 0.350
H -0.6405 -1.3896 4.2364 -0.033 -0.016 0.044 0.435
H -1.3264 -2.2799 2.8569 -0.006 0.018 0.018 0.348
H -1.7698 -0.5946 3.1109 0.017 0.000 0.014 0.393
C -4.3714 -6.4817 0.6338 0.051 0.092 -0.049 -1.414
C -3.5105 -5.3377 0.1646 -0.076 -0.085 -0.018 0.841
C -2.2804 -5.0769 0.7663 -0.053 -0.094 0.062 -1.042
C -1.4716 -4.0493 0.3151 -0.091 0.087 -0.106 -0.340
C -1.9137 -3.2803 -0.7557 -0.072 -0.418 0.227 0.170
C -3.1334 -3.5166 -1.3880 0.083 0.003 0.073 -0.622
C -3.9221 -4.5429 -0.9118 -0.097 -0.131 0.077 -0.862
S -0.9450 -1.9986 -1.3679 -0.161 -0.372 -0.082 1.737
O -1.0648 -1.9249 -2.7804 -0.124 -0.135 -0.095 -0.603
O -1.4324 -0.7318 -0.6236 -0.556 -0.768 -0.712 -0.266
N 0.5119 -2.0705 -0.7395 0.639 0.024 -0.870 -0.155
C 1.7745 -2.1140 -1.5621 -0.478 -0.047 0.540 -0.252
C 2.7587 -1.0883 -0.9819 -0.861 0.003 0.479 0.423
O 3.9077 -1.0693 -1.2409 0.586 0.174 -0.038 -0.531
O 2.1372 -0.2070 -0.1057 1.205 -0.863 -0.616 -0.240
H -4.0184 -6.8883 1.5807 -0.008 0.033 -0.036 0.362
H -4.3620 -7.2874 -0.1036 0.009 0.026 0.016 0.322
H -5.4082 -6.1657 0.7545 0.027 0.001 0.005 0.376
H -1.9460 -5.6990 1.5900 -0.038 0.041 -0.060 0.356
H -0.5031 -3.8583 0.7631 -0.070 -0.012 -0.061 0.653
H -3.4423 -2.9179 -2.2390 0.058 -0.073 0.110 0.479
H -4.8732 -4.7461 -1.3914 0.047 -0.006 0.040 0.406
H 1.5788 -1.8573 -2.5993 -0.034 0.099 -0.231 0.241
H 2.2599 -3.0789 -1.5220 -0.051 -0.316 0.054 0.416
C -1.3946 2.6871 -5.1516 0.056 -0.111 0.264 -0.803
O -0.7868 2.3865 -3.8720 0.135 0.003 -0.124 -0.275
C -0.1382 1.2311 -3.7472 -0.656 0.138 0.358 0.346
S -0.1006 0.0159 -4.8019 0.243 0.086 -0.277 -0.174
S 0.7744 1.2215 -2.2054 0.281 -0.030 -0.233 -0.333
H -1.7315 3.7146 -5.0699 0.001 0.010 0.027 0.228
H -2.2292 2.0166 -5.3379 -0.029 -0.058 0.023 0.357
H -0.6603 2.5750 -5.9433 0.073 0.001 -0.047 0.366
```
Forces are in eV/Å.

Results
Kohn-Sham gap (eV): 6.92
HOMO (eV): -10.75
Relative energy (zero: lowest compared OMol25 entry of this formula, charge and spin) (kcal/mol): 26.4
Total charge: +1
Electronic energy (eV): -104005.9857

***

Computed, not measured: C17H29AuN3OSeTa as an isolated structure in a non-equilibrium geometry, with ωB97M-V with the def2-TZVPD basis set.

Geometry as XYZ:
```
53
Properties=species:S:1:pos:R:3:forces:R:3:mulliken_charge:R:1
N -2.2481 -1.0560 0.1933 -0.598 0.068 0.190 -0.627
C -3.2689 -1.7529 0.1245 -1.396 -0.783 0.573 0.953
O -4.2467 -2.4085 0.1015 2.710 1.783 -0.157 -0.378
Au -0.5848 2.3668 1.0354 0.208 0.526 0.648 0.232
Ta -0.4511 -0.3069 0.4216 -0.584 -3.212 -1.771 1.236
N 0.3428 1.3348 -0.5701 0.162 0.517 0.564 -0.177
N 0.3783 -1.5260 -0.8598 0.435 0.577 2.524 0.859
C -0.2836 1.8223 -1.8298 0.004 0.594 -0.055 1.518
C -0.0059 -2.5870 -1.8068 -0.262 -0.287 -0.294 0.550
C -0.0280 3.3291 -1.9061 -0.114 0.005 -0.619 -1.621
C 0.3546 1.0938 -3.0110 0.206 -0.105 -0.367 -1.586
C -1.7766 1.5690 -1.7479 -0.157 -0.043 -0.220 -1.627
C -0.3444 -3.8210 -0.9748 -0.045 -0.291 -0.064 -1.436
C 1.1516 -2.8667 -2.7645 0.037 -0.177 -0.097 -1.488
C -1.2162 -2.1556 -2.6163 -0.217 -0.185 -0.488 -1.082
H -0.3244 3.8106 -0.9630 -0.027 0.124 -0.215 0.362
H -0.6313 3.7543 -2.7190 0.231 0.013 0.217 0.450
H 1.0265 3.5437 -2.1028 -0.316 0.159 -0.061 0.462
H 1.3422 1.5167 -3.2376 -0.272 -0.173 -0.031 0.438
H -0.2846 1.2339 -3.8964 0.290 -0.070 0.272 0.452
H 0.4610 0.0154 -2.8160 -0.035 0.524 -0.113 0.191
H -2.0328 0.5153 -1.5397 0.041 0.331 -0.292 0.332
H -2.2249 1.8476 -2.7136 -0.049 -0.169 0.420 0.518
H -2.2209 2.2018 -0.9651 -0.141 -0.086 -0.178 0.351
H 0.5451 -4.1773 -0.4397 -0.307 -0.105 -0.098 0.333
H -0.7016 -4.6165 -1.6437 0.147 0.124 0.300 0.475
H -1.1313 -3.5884 -0.2432 0.185 -0.148 -0.218 0.252
H 2.0026 -3.3232 -2.2481 -0.101 0.099 -0.213 0.404
H 1.4746 -1.9487 -3.2692 0.010 -0.191 0.021 0.269
H 0.8064 -3.5751 -3.5286 0.159 0.190 0.187 0.477
H -1.4356 -2.9638 -3.3326 -0.034 0.372 0.238 0.527
H -1.0105 -1.2463 -3.1959 -0.177 -0.278 0.123 0.229
H -2.1029 -2.0107 -1.9966 0.170 -0.024 -0.267 0.123
C 1.8211 1.5499 -0.5351 0.232 0.292 0.273 -0.905
H 2.2129 1.2819 0.4564 -0.051 0.062 -0.299 0.331
H 2.3410 0.9601 -1.3089 -0.466 0.187 0.306 0.342
H 2.0127 2.6190 -0.7162 0.161 -0.533 0.226 0.305
C 1.7571 -1.6736 -0.2827 0.194 0.111 -0.513 -1.323
H 1.8403 -1.1860 0.7131 0.121 -0.116 -0.459 0.470
H 1.9640 -2.7425 -0.1166 -0.051 0.472 0.132 0.366
H 2.5186 -1.2469 -0.9569 -0.289 -0.255 0.311 0.304
Se 0.1178 -1.0151 2.7207 0.232 0.129 0.611 -0.037
C 0.1620 0.3887 4.1081 0.083 0.688 -0.173 0.262
C -1.0410 0.8981 4.6028 -0.104 0.091 -0.437 -0.370
C -1.0187 1.9402 5.5354 0.383 0.014 0.093 -0.512
C 0.2077 2.4559 5.9825 -0.063 -0.235 -0.308 -0.425
C 1.4116 1.9336 5.4844 -0.340 -0.106 0.054 -0.520
C 1.3940 0.8866 4.5567 -0.186 -0.122 -0.345 -0.288
H -1.9804 0.4943 4.2227 0.152 0.130 0.276 0.433
H -1.9577 2.3524 5.9082 0.284 -0.176 -0.072 0.399
H 0.2237 3.2697 6.7111 0.003 -0.292 -0.263 0.405
H 2.3661 2.3463 5.8167 -0.301 -0.204 -0.072 0.395
H 2.3166 0.4632 4.1593 -0.160 0.185 0.198 0.396
```
Forces are in eV/Å.

Results
Kohn-Sham gap (eV): 5.96
HOMO (eV): -14.91
Relative energy (zero: lowest compared OMol25 entry of this formula, charge and spin) (kcal/mol): 3.6
Total charge: +2
Electronic energy (eV): -95191.6565

***

Computed, not measured: C17H29BF5N7O2PS as an isolated structure in a non-equilibrium geometry, with ωB97M-V with the def2-TZVPD basis set.

Geometry as XYZ:
```
63
Properties=species:S:1:pos:R:3:forces:R:3:mulliken_charge:R:1
N 1.8545 2.0840 0.9108 1.046 -0.394 -1.185 -0.365
B 2.7429 1.4207 -0.0645 1.010 1.359 1.417 0.399
O 4.1042 1.7524 -0.2170 -1.851 -1.161 0.324 -0.540
S 1.9775 0.0394 -1.1241 -2.315 1.531 -1.176 0.309
C 0.3418 0.7042 -1.6715 -1.006 0.112 -0.017 -0.224
C -0.9222 -0.1537 -1.2733 -0.341 1.369 -0.286 -0.847
C -1.7474 0.6494 -0.1907 -0.394 -0.380 0.421 -0.857
C -1.9637 -0.0847 1.1677 -0.976 0.682 0.508 0.946
F -1.8486 -1.4524 1.1153 0.111 1.184 -0.156 -0.306
F -1.1141 0.3701 2.1763 -0.489 -0.556 -1.226 -0.318
C -3.4247 0.1978 1.7274 -0.346 -0.983 1.106 0.412
F -3.5506 -0.4280 2.9398 0.149 0.863 -1.228 -0.249
F -3.6791 1.5166 1.9002 0.349 -1.167 -0.403 -0.231
F -4.3885 -0.3441 0.9247 1.072 0.772 0.444 -0.198
P 1.7728 -1.6366 0.2184 1.020 -3.421 -1.420 0.783
O 1.9025 -2.8870 -0.6343 1.368 2.844 -0.233 -0.624
H 2.1741 3.0500 1.0293 -0.028 -0.372 0.388 0.201
H 2.0035 1.5791 1.7962 -0.513 0.306 -0.163 0.247
H 4.6152 1.0577 0.2454 0.190 0.416 -0.530 0.338
H 0.3775 0.7334 -2.7952 0.591 -0.202 1.126 0.586
H 0.2900 1.7768 -1.3564 -0.175 -1.072 -0.115 -0.134
H -0.7108 -1.2172 -1.0107 -0.069 0.870 -0.012 0.612
H -1.5721 -0.1906 -2.1904 0.707 -0.094 0.867 0.403
H -1.3096 1.6544 0.0573 -0.192 -1.079 -0.232 0.381
H -2.7740 0.8735 -0.5946 0.975 -0.358 0.359 0.398
H 0.5572 -1.6322 0.9475 0.410 1.216 -0.205 0.078
H 2.8772 -1.6253 1.1161 -0.709 0.974 -0.774 -0.034
C 0.2594 -5.8476 1.6653 0.210 0.501 -0.321 -1.071
C 0.2729 -4.5066 1.0361 -0.247 -0.598 0.302 0.419
N 0.2835 -3.4688 0.5388 -2.997 -2.315 1.838 -0.461
H 1.1708 -6.3895 1.4101 -0.064 0.013 -0.012 0.287
H 0.1951 -5.7472 2.7487 -0.055 0.020 -0.060 0.286
H -0.6016 -6.4122 1.3092 0.026 0.070 0.008 0.351
C 1.9754 5.4574 -1.8976 -0.334 -0.361 -0.327 -0.878
C 0.9601 4.4785 -2.3600 0.555 0.557 0.208 0.509
N 0.1839 3.7136 -2.7239 0.080 0.000 0.084 -0.490
H 2.3823 5.1431 -0.9368 -0.049 0.012 -0.036 0.204
H 2.7853 5.5189 -2.6245 -0.048 -0.090 0.013 0.341
H 1.5196 6.4397 -1.7854 -0.106 -0.131 0.023 0.378
C 5.3800 -3.2058 -2.2299 -0.379 0.368 0.039 -1.043
C 4.4913 -2.0802 -1.8778 0.515 -0.528 -0.342 0.413
N 3.7929 -1.2116 -1.6043 3.151 -1.144 -0.007 -0.468
H 6.2543 -2.8331 -2.7629 -0.063 0.032 0.034 0.357
H 5.7044 -3.7163 -1.3236 -0.060 0.063 -0.012 0.278
H 4.8470 -3.9118 -2.8663 -0.030 0.064 0.051 0.293
C -7.2557 -0.3084 -0.6949 -0.394 -0.374 -0.161 -0.548
C -8.2441 -1.3002 -1.1766 0.481 0.491 0.225 0.202
N -9.0088 -2.0689 -1.5496 -0.001 -0.021 -0.009 -0.322
H -6.8431 -0.6305 0.2601 -0.053 -0.007 -0.053 0.156
H -6.4462 -0.2112 -1.4179 -0.056 -0.032 0.013 0.212
H -7.7362 0.6610 -0.5661 -0.008 -0.063 -0.016 0.309
C 3.5345 -3.4785 3.9207 -0.004 0.467 -0.238 -0.705
C 3.5198 -2.1442 3.2822 0.156 -0.489 0.601 0.549
N 3.5085 -1.1072 2.7868 0.252 -0.025 0.569 -0.464
H 4.4585 -3.9982 3.6694 -0.028 0.072 -0.006 0.300
H 3.4686 -3.3704 5.0030 -0.001 0.051 -0.062 0.326
H 2.6867 -4.0660 3.5682 0.020 0.069 -0.011 0.118
C -3.1152 5.2191 -0.9919 0.464 0.286 -0.022 -0.593
C -1.8282 5.9494 -0.9911 -0.664 -0.333 0.014 0.380
N -0.8315 6.5159 -0.9905 -0.021 0.036 0.068 -0.411
H -3.8512 5.7663 -0.4038 0.065 -0.003 -0.021 0.336
H -3.4802 5.1152 -2.0132 0.062 0.025 0.036 0.277
H -2.9783 4.2284 -0.5593 0.032 0.059 -0.012 0.013
```
Forces are in eV/Å.

Results
Kohn-Sham gap (eV): 8.79
HOMO (eV): -11.95
Total charge: +1
Electronic energy (eV): -67004.0601

***

Computed, not measured: a 2-piece molecular cluster, C17H29BNO8 overall in a non-equilibrium geometry, with ωB97M-V with the def2-TZVPD basis set.

Geometry as XYZ:
```
56
Properties=species:S:1:pos:R:3:forces:R:3:mulliken_charge:R:1
C -1.6563 0.5586 -2.3881 0.071 0.655 -1.009 -0.926
C -1.1759 -0.5682 -1.9382 0.580 -1.209 0.678 0.123
C -1.3548 -1.1515 -0.5692 1.340 0.307 1.004 -1.077
C -0.0532 -1.1417 0.3216 -2.789 -0.517 -1.308 -0.219
N 1.0746 -1.5685 -0.5369 -0.649 0.280 0.495 0.425
C 1.1111 -2.8030 -1.3238 1.380 -0.632 0.694 -0.906
C 2.2073 -3.7548 -0.7799 -0.865 -0.388 -0.439 -0.787
O 3.4335 -3.6140 -1.4812 -0.492 1.040 0.113 -0.284
C 4.5293 -3.4973 -0.6810 1.515 0.737 -1.977 0.562
O 4.6304 -4.0244 0.3550 -0.515 -1.249 2.826 -0.531
C 5.6584 -2.6587 -1.2292 -0.774 0.604 -1.067 -0.251
C 5.5904 -2.3813 -2.7424 -0.058 0.212 0.376 -1.057
C 1.9812 -0.6770 -0.4736 0.303 1.431 0.196 0.368
O 3.0971 -0.6831 -1.1401 0.354 0.175 -1.171 -0.397
C 1.7071 0.4250 0.4579 0.115 -0.661 2.463 -1.396
C 0.2205 0.2731 0.8985 1.642 -0.215 -0.391 0.822
O -0.4240 1.3676 0.2999 -0.647 -0.065 -0.302 -0.534
B -0.0819 0.1308 2.4671 -0.568 0.814 0.492 0.284
C -1.5289 0.4768 2.9839 0.329 -0.229 -0.394 -0.926
O 0.8626 -0.3296 3.3569 0.382 0.295 -0.377 -0.561
H -1.8041 0.6173 -3.4540 0.626 0.644 -0.316 0.313
H -1.8601 1.4074 -1.7818 -0.997 0.132 0.252 0.193
H -0.5754 -1.1532 -2.6229 -0.702 -0.695 -0.395 0.300
H -1.6745 -2.1879 -0.6404 -0.174 -0.111 -0.216 0.692
H -2.1155 -0.6420 0.0100 -0.323 0.141 -0.106 0.425
H -0.2420 -1.8759 1.1073 0.499 -0.163 0.090 0.496
H 1.3043 -2.5955 -2.3708 -0.243 0.094 -0.200 0.537
H 0.1881 -3.3401 -1.1839 -0.519 0.265 -0.162 0.380
H 1.8467 -4.7682 -0.9302 0.022 -0.172 0.048 0.436
H 2.2861 -3.5837 0.2904 0.437 -0.132 0.113 0.500
H 5.5408 -1.7004 -0.7269 0.089 0.102 0.277 0.170
H 6.6117 -3.0463 -0.9030 0.041 -0.400 0.076 0.445
H 5.0153 -3.1342 -3.2666 0.209 -0.233 -0.191 0.314
H 5.1057 -1.4272 -2.9352 -0.146 0.133 -0.015 0.201
H 6.5834 -2.2768 -3.1570 0.187 -0.215 -0.182 0.368
H 2.8985 -0.8583 -2.0789 0.587 -0.457 0.103 0.395
H 2.2699 0.1583 1.3696 0.295 -0.114 -0.152 0.327
H 2.0959 1.4069 0.2290 -0.319 0.154 -0.657 0.457
H -1.3889 1.2997 0.3767 0.134 -0.044 0.014 -0.025
H -1.5718 0.6241 4.0572 -0.011 -0.159 0.148 0.396
H -1.9679 1.3443 2.5006 -0.069 0.128 -0.134 0.227
H -2.1698 -0.3699 2.7108 -0.194 -0.024 0.153 0.312
H 1.4244 0.3731 3.7128 0.036 -0.380 0.139 0.344
C -4.3091 5.6287 0.9544 0.334 -0.020 -0.185 -1.453
C -4.8094 4.2124 0.8145 0.092 0.670 0.163 0.476
C -4.6695 3.3688 2.0554 -0.248 -0.076 0.178 -0.518
O -4.5632 2.0448 1.5023 0.204 0.009 -0.135 -0.286
C -4.0227 2.1740 0.2715 -0.185 -0.025 -0.109 0.717
O -3.6110 1.2594 -0.3875 -0.016 0.224 0.542 -0.544
O -4.0047 3.4611 -0.1208 -0.056 -0.337 0.065 -0.340
H -4.2129 6.0988 -0.0236 -0.154 0.016 0.007 0.367
H -4.9918 6.2196 1.5638 -0.043 -0.041 -0.017 0.387
H -3.3211 5.6501 1.4176 -0.028 -0.045 0.038 0.343
H -5.8369 4.2100 0.4433 0.008 -0.125 -0.008 0.291
H -5.5226 3.4418 2.7247 -0.036 -0.223 -0.053 0.351
H -3.7545 3.5805 2.6140 0.009 0.099 -0.073 0.272
```
Forces are in eV/Å.

Results
Kohn-Sham gap (eV): 9.31
HOMO (eV): -12.02
Total charge: +1
Electronic energy (eV): -36639.6343

***

| no. | LUMO energy (eV) |
| --- | --- |
| 1 | -3.83 |
| 2 | -8.95 |
| 3 | -3.16 |
| 4 | -2.70 |